Entry from the Open Molecules 2025 dataset: a single C7H10O molecule at a distorted geometry (ωB97M-V with the def2-TZVPD basis set).

Total charge ... 0
Structure (SMILES) ... C=C1OC[C@@H](C)C1=C
Energy above the lowest of the compared OMol25 structures with the same formula, charge and spin ... 3.224 eV
F_max ... 0.098 Eh/bohr
E ... -9465.336 eV
2S+1 ... 1

```
18
Properties=species:S:1:pos:R:3:lowdin_charge:R:1
C -2.682 -0.672 0.092 0.06
C -1.631 0.109 -0.049 -0.28
O -1.421 1.445 -0.047 -0.03
C -0.118 1.723 0.236 -0.17
C 0.705 0.541 -0.464 -0.26
C 2.209 0.466 0.159 -0.01
C -0.130 -0.612 -0.149 -0.19
C 0.059 -1.920 -0.041 0.06
H -3.764 -0.470 -0.075 0.07
H -2.345 -1.772 0.277 0.08
H 0.080 1.601 1.287 0.12
H 0.277 2.677 -0.344 0.17
H 0.796 0.603 -1.552 0.15
H 2.255 0.767 1.158 0.05
H 2.877 1.037 -0.406 0.05
H 2.571 -0.500 -0.052 0.05
H 0.955 -2.549 -0.315 0.10
H -0.695 -2.473 0.284 -0.01
```

---

Entry from the Open Molecules 2025 dataset: a molecular structure, C7H10O at a distorted geometry (ωB97M-V with the def2-TZVPD basis set).

Total charge ... 0
Energy above the lowest of the compared OMol25 structures with the same formula, charge and spin ... 4.531 eV
F_max ... 0.050 Eh/bohr
E ... -9464.030 eV
2S+1 ... 1

```
18
Properties=species:S:1:pos:R:3:lowdin_charge:R:1
C 1.070 1.454 0.767 -0.12
C -0.021 1.936 -0.192 -0.13
C -0.069 0.467 -0.737 -0.19
C -0.642 -0.969 -1.134 -0.18
C -1.134 -1.697 0.143 -0.04
C 0.362 -1.450 0.440 -0.26
C 0.347 0.102 0.657 -0.25
H 2.035 1.416 0.245 0.11
H 1.271 1.872 1.729 0.09
H -0.971 2.134 0.376 0.12
H 0.241 2.776 -0.876 0.11
H 0.839 0.530 -1.409 0.15
H -1.020 -1.127 -2.164 0.15
H -1.898 -1.157 0.704 0.11
H -1.433 -2.696 -0.123 0.11
H 0.932 -2.015 1.181 0.14
H -0.535 0.147 1.330 0.14
O 0.624 -1.722 -0.936 -0.07
```

---

Entry from the Open Molecules 2025 dataset: a single C7H10O2 molecule at a distorted geometry (ωB97M-V with the def2-TZVPD basis set).

Total charge ... 0
Structure (SMILES) ... C/C=C\C=C\C(=O)OC
Energy above the lowest of the compared OMol25 structures with the same formula, charge and spin ... 5.227 eV
F_max ... 0.301 Eh/bohr
E ... -11510.630 eV
2S+1 ... 1

```
19
Properties=species:S:1:pos:R:3:lowdin_charge:R:1
C 3.211 1.024 -0.016 -0.11
C 2.969 -0.505 -0.002 -0.17
C 1.688 -1.050 0.013 -0.12
C 0.361 -0.433 -0.039 -0.04
C -0.740 -1.257 0.053 0.08
C -2.199 -0.703 -0.003 -0.55
O -3.138 -1.369 -0.023 0.17
O -2.177 0.614 -0.040 0.01
C -3.466 1.198 0.048 0.01
H 3.833 1.114 1.037 0.13
H 3.827 1.512 -0.852 0.08
H 2.185 1.417 -0.061 0.05
H 3.847 -1.245 0.085 0.11
H 1.684 -2.255 -0.094 0.15
H 0.281 0.426 -0.197 -0.02
H -0.845 -2.263 -0.052 0.07
H -3.884 0.827 0.717 -0.02
H -3.359 2.231 -0.009 0.11
H -4.079 0.717 -0.564 0.07
```

---

Entry from the Open Molecules 2025 dataset: 2 unconnected molecules or ions with the total composition C7H10O3 at a distorted geometry (ωB97M-V with the def2-TZVPD basis set).

Total charge ... 0
Energy above the lowest of the compared OMol25 structures with the same formula, charge and spin ... 4.454 eV
F_max ... 0.106 Eh/bohr
E ... -13558.862 eV
2S+1 ... 1

```
20
Properties=species:S:1:pos:R:3:lowdin_charge:R:1
C -1.171 1.107 -0.356 -0.29
C 2.507 0.863 -0.779 -0.08
C -0.119 2.059 0.324 0.00
C -0.479 -0.172 0.085 -0.42
C 0.687 0.823 0.577 -0.23
C -1.292 -0.720 1.205 0.00
C -0.167 -1.078 -1.040 -0.01
O -2.137 1.315 -1.073 0.12
O 3.250 -0.042 -0.890 0.05
O 1.253 0.652 1.886 -0.04
H 2.449 1.932 -1.245 0.11
H 0.412 2.646 -0.297 0.07
H -0.495 2.600 1.100 0.10
H -2.307 -0.873 0.791 0.12
H -1.281 -0.114 1.968 0.03
H -0.967 -1.673 1.582 0.10
H 0.278 -2.035 -0.952 0.09
H 0.401 -0.462 -1.740 0.09
H -0.999 -1.263 -1.567 0.05
H 1.608 -0.297 1.990 0.14
```

---

Entry from the Open Molecules 2025 dataset: a single C7H10O4 molecule at a distorted geometry (ωB97M-V with the def2-TZVPD basis set).

Total charge ... 0
Structure (SMILES) ... CO/C(O)=C/C=C\C=C(O)O
Energy above the lowest of the compared OMol25 structures with the same formula, charge and spin ... 3.914 eV
F_max ... 0.072 Eh/bohr
E ... -15607.918 eV
2S+1 ... 1

```
21
Properties=species:S:1:pos:R:3:lowdin_charge:R:1
C 2.454 0.849 -1.620 -0.07
O 2.269 -0.302 -0.819 -0.05
C 1.239 -0.264 0.041 -0.39
O 0.603 0.960 0.065 0.06
C 1.137 -1.232 0.952 -0.04
C 0.151 -1.174 2.069 -0.08
C -1.101 -0.747 1.820 -0.13
C -1.811 -0.802 0.513 -0.05
C -2.430 0.300 0.048 -0.49
O -3.294 0.378 -1.036 0.03
O -2.564 1.405 0.746 0.10
H 3.244 0.509 -2.432 0.14
H 2.648 1.694 -1.013 0.08
H 1.597 1.042 -2.225 0.07
H -0.173 0.985 0.657 0.09
H 2.005 -1.871 0.967 0.11
H 0.434 -1.347 3.120 0.11
H -1.768 -0.342 2.574 0.10
H -1.926 -1.602 -0.138 0.10
H -3.334 -0.277 -1.816 0.17
H -3.033 1.917 0.040 0.15
```

---

Entry from the Open Molecules 2025 dataset: 2 unconnected molecules or ions with the total composition C7H10O8 at a distorted geometry (ωB97M-V with the def2-TZVPD basis set).

Total charge ... 0
Energy above the lowest of the compared OMol25 structures with the same formula, charge and spin ... 2.012 eV
F_max ... 0.060 Eh/bohr
E ... -23794.639 eV
2S+1 ... 1

```
25
Properties=species:S:1:pos:R:3:lowdin_charge:R:1
C -2.461 -0.513 2.828 -0.39
O -3.169 -1.517 2.829 -0.14
O -1.837 -0.259 1.573 -0.26
O -1.129 -1.456 -1.746 0.07
C -0.275 -1.106 -2.689 -0.63
O 0.569 -0.242 -2.592 0.09
O -0.506 -1.826 -3.775 0.17
C -1.085 -0.656 -0.567 -0.17
C -2.032 -1.162 0.494 -0.22
H 0.089 -1.543 -4.482 0.14
H -1.334 0.382 -0.830 0.13
H -0.064 -0.680 -0.166 0.11
H -1.782 -2.194 0.784 0.13
H -3.073 -1.147 0.138 0.13
C 1.004 2.082 -0.237 0.12
C 0.633 2.139 1.167 0.03
O 1.981 1.633 0.901 0.03
C 2.401 0.290 1.188 -0.52
O 1.677 -0.503 1.677 0.24
O 3.676 0.273 0.979 0.23
H 1.361 2.984 -0.731 0.14
H 0.754 1.240 -0.885 0.10
H -0.143 1.304 1.235 0.15
H 0.685 3.071 1.727 0.16
H 4.061 -0.594 1.182 0.17
```

---

Entry from the Open Molecules 2025 dataset: a single C7H10OS molecule at a distorted geometry (ωB97M-V with the def2-TZVPD basis set).

Total charge ... 0
Structure (SMILES) ... C=C=C(C)C/C=C\SO
Energy above the lowest of the compared OMol25 structures with the same formula, charge and spin ... 3.371 eV
F_max ... 0.055 Eh/bohr
E ... -20300.026 eV
2S+1 ... 1

```
19
Properties=species:S:1:pos:R:3:lowdin_charge:R:1
C -0.890 -2.048 -1.496 -0.01
C -1.092 -0.859 -1.001 -0.07
C -1.246 0.264 -0.332 -0.31
C -2.610 0.782 0.170 -0.06
C -0.174 1.250 0.058 -0.22
C 0.706 0.797 1.158 -0.17
C 1.845 0.095 1.126 -0.44
S 2.550 -0.486 -0.332 0.91
O 4.190 -0.210 0.110 -0.43
H -0.652 -2.866 -0.858 0.04
H -0.830 -2.388 -2.610 0.09
H -3.434 -0.018 0.147 0.10
H -2.883 1.598 -0.557 0.10
H -2.382 0.966 1.250 0.09
H -0.671 2.192 0.312 0.11
H 0.474 1.459 -0.850 0.13
H 0.148 0.616 2.100 0.12
H 2.301 -0.281 1.987 0.05
H 4.648 -0.863 -0.382 -0.01
```

---

Entry from the Open Molecules 2025 dataset: a single C7H10OS molecule at a distorted geometry (ωB97M-V with the def2-TZVPD basis set).

Total charge ... 0
Structure (SMILES) ... CC1(C)[C@@H]2COC(=S)[C@@H]21
Energy above the lowest of the compared OMol25 structures with the same formula, charge and spin ... 1.527 eV
F_max ... 0.079 Eh/bohr
E ... -20301.871 eV
2S+1 ... 1

```
19
Properties=species:S:1:pos:R:3:lowdin_charge:R:1
C -0.242 -0.609 -1.521 -0.01
C -0.487 -0.445 -0.009 -0.46
C -1.746 -1.087 0.548 -0.03
C -0.233 0.809 0.752 -0.15
C 0.658 1.843 -0.037 -0.13
O 1.879 1.220 -0.315 -0.08
C 2.031 0.016 0.190 -0.76
S 3.315 -1.010 -0.060 0.66
C 0.636 -0.362 0.934 -0.16
H -1.240 -0.500 -2.011 0.09
H 0.148 -1.591 -1.703 0.07
H 0.430 0.143 -2.080 0.11
H -2.714 -0.670 0.217 0.10
H -1.650 -0.925 1.596 0.07
H -1.700 -2.121 0.469 0.06
H -1.021 1.174 1.529 0.18
H 0.133 2.363 -0.919 0.15
H 0.903 2.714 0.630 0.13
H 0.899 -0.961 1.789 0.14
```

---

Entry from the Open Molecules 2025 dataset: a single C7H10OS molecule at a distorted geometry (ωB97M-V with the def2-TZVPD basis set).

Total charge ... 0
Structure (SMILES) ... CC1(C)[C@@H]2COC(=S)[C@@H]21
Energy above the lowest of the compared OMol25 structures with the same formula, charge and spin ... 2.433 eV
F_max ... 0.105 Eh/bohr
E ... -20300.964 eV
2S+1 ... 1

```
19
Properties=species:S:1:pos:R:3:lowdin_charge:R:1
C 0.380 0.620 -1.460 -0.02
C 0.553 0.465 0.017 -0.46
C 1.834 1.051 0.479 -0.02
C 0.178 -0.832 0.671 -0.17
C -0.837 -1.842 0.063 -0.12
O -2.112 -1.284 -0.286 -0.08
C -2.243 0.001 0.136 -0.80
S -3.423 1.011 -0.087 0.76
C -0.653 0.356 0.916 -0.07
H -0.603 0.276 -1.784 0.09
H 1.175 0.169 -2.014 0.08
H 0.616 1.660 -1.677 0.09
H 1.556 1.710 1.297 0.10
H 2.344 1.530 -0.298 0.07
H 2.463 0.357 0.942 0.07
H 0.874 -1.259 1.336 0.13
H -0.228 -2.301 -0.762 0.14
H -0.863 -2.651 0.762 0.11
H -1.011 0.963 1.749 0.12
```

---

Entry from the Open Molecules 2025 dataset: a single C7H10OS molecule at a distorted geometry (ωB97M-V with the def2-TZVPD basis set).

Total charge ... 0
Structure (SMILES) ... C#CC(=O)C(C)(C)SC
Energy above the lowest of the compared OMol25 structures with the same formula, charge and spin ... 3.794 eV
F_max ... 0.101 Eh/bohr
E ... -20299.604 eV
2S+1 ... 1

```
19
Properties=species:S:1:pos:R:3:lowdin_charge:R:1
C -2.644 -1.694 1.278 0.20
C -1.966 -1.020 0.509 -0.08
C -1.304 -0.318 -0.490 -0.37
O -1.683 0.094 -1.544 0.11
C 0.440 -0.135 0.022 -0.71
C 1.375 -0.277 -1.168 -0.11
C 0.719 -1.335 0.995 -0.11
S 0.400 1.417 0.934 0.85
C 0.172 2.651 -0.367 -0.42
H -3.149 -2.432 1.837 0.04
H 1.605 -1.306 -1.584 0.10
H 2.438 0.039 -0.683 0.14
H 0.963 0.409 -1.890 0.05
H 0.789 -1.057 2.025 0.07
H 1.613 -1.775 0.803 0.04
H 0.007 -2.098 1.059 0.04
H -0.778 3.345 -0.067 0.08
H -0.157 2.172 -1.289 0.01
H 1.158 3.320 -0.376 0.07
```

---

Entry from the Open Molecules 2025 dataset: a single C7H10Si molecule at a distorted geometry (ωB97M-V with the def2-TZVPD basis set).

Total charge ... 0
Structure (SMILES) ... CC([SiH3])=C1C=CC=C1
Energy above the lowest of the compared OMol25 structures with the same formula, charge and spin ... 0.000 eV
F_max ... 0.081 Eh/bohr
E ... -15295.973 eV
2S+1 ... 1

```
18
Properties=species:S:1:pos:R:3:lowdin_charge:R:1
C -1.101 -1.665 -0.438 -0.09
C -0.595 -0.241 -0.172 -0.38
Si -1.901 1.117 0.125 0.71
C 0.710 0.014 -0.037 -0.30
C 1.335 1.344 0.142 -0.06
C 2.702 1.182 0.141 -0.09
C 2.985 -0.176 0.097 -0.13
C 1.855 -0.894 0.005 -0.06
H -1.863 -1.480 -1.261 0.09
H -1.615 -1.841 0.515 0.08
H -0.338 -2.334 -0.684 0.04
H -2.480 0.581 1.475 -0.04
H -3.075 0.773 -0.881 -0.05
H -1.297 2.449 0.099 -0.08
H 0.727 2.174 -0.022 0.03
H 3.410 1.939 0.386 0.09
H 3.916 -0.704 0.216 0.10
H 1.856 -2.021 0.032 0.12
```

---

Entry from the Open Molecules 2025 dataset: a single C7H11Br3ClNO2 molecule at a distorted geometry (ωB97M-V with the def2-TZVPD basis set).

Total charge ... 0
Structure (SMILES) ... C[C@H](Br)[C@H](Br)N(C[C@@H](C)Cl)C(=O)OBr
F_max ... 0.040 Eh/bohr
E ... -235670.831 eV
2S+1 ... 1

```
25
Properties=species:S:1:pos:R:3:lowdin_charge:R:1
C -2.338 0.867 0.302 -0.17
C -1.165 1.009 -0.671 -0.76
Br -1.767 2.070 -2.224 0.70
C -0.601 -0.291 -1.246 -0.66
Br -2.111 -1.437 -1.791 0.81
N 0.386 -0.969 -0.369 -0.04
C 0.625 -0.342 0.950 -0.19
C 1.682 0.789 0.903 -0.67
C 2.232 1.156 -0.459 -0.11
Cl 1.049 2.245 1.742 0.64
C 0.127 -2.363 -0.224 -0.72
O 0.544 -3.214 -0.973 0.09
O -0.662 -2.634 0.874 -0.56
Br -0.167 -4.143 1.766 0.86
H -2.374 -0.118 0.746 0.06
H -2.173 1.576 1.109 0.08
H -3.272 1.134 -0.163 0.05
H -0.405 1.632 -0.239 0.01
H -0.122 -0.082 -2.190 0.06
H 1.070 -1.104 1.578 0.12
H -0.271 -0.035 1.471 0.09
H 2.523 0.484 1.507 0.09
H 2.446 0.272 -1.046 0.09
H 1.582 1.804 -1.033 0.07
H 3.161 1.696 -0.320 0.08
```